49
Properties=species:S:1:pos:R:3:forces:R:3 method="wB97M-V/def2-TZVPD" max_force_ev_per_a=1.21 mol_weight_g_mol=701.776 total_energy_ev=-224930.4255 homo_ev=-7.3264 e_lumo_ev=-0.4 relative_energy_kj_mol=13.42
Y 0.447717 1.563200 -1.278292 -0.38 0.96 0.63
Se 3.116878 1.928483 -1.059069 0.59 0.26 -0.15
Se 1.970570 3.714381 -0.015056 -0.11 -0.13 -0.09
Te 0.885230 4.960385 -1.945923 0.09 0.24 -0.01
Se -0.971968 3.417452 -2.671409 -0.19 0.25 -0.39
C -2.642607 3.111458 2.174993 -0.01 -0.06 -0.03
C -3.083208 1.645461 1.965557 0.04 0.05 -0.03
C -2.338697 1.204317 0.702545 -0.11 -0.08 0.10
O -1.275081 2.155238 0.531416 0.45 -0.40 -0.29
C -1.793105 3.424034 0.946488 -0.03 0.15 0.08
H -2.051907 3.208629 3.084370 0.01 0.00 0.00
H -3.489409 3.790894 2.249272 0.01 0.02 0.01
H -4.158996 1.555258 1.826835 -0.01 0.00 0.02
H -2.802225 1.029534 2.817552 0.00 0.00 0.00
H -2.991369 1.241185 -0.175909 0.03 0.01 -0.02
H -1.889254 0.215809 0.780948 0.03 0.02 -0.07
H -2.388450 3.851519 0.135440 0.04 -0.02 -0.05
H -0.945922 4.073949 1.154134 0.01 0.01 -0.07
C 2.347080 0.584339 2.983843 0.02 -0.06 -0.05
C 1.936339 -0.499837 2.025695 -0.05 0.10 -0.02
C 2.359474 -1.816636 2.165833 0.02 0.02 -0.01
C 1.994718 -2.758630 1.213925 0.04 -0.01 0.05
C 2.410548 -4.199093 1.367185 -0.02 0.06 0.01
C 1.232714 -2.396806 0.107113 0.04 0.04 -0.18
C 0.790801 -1.077610 -0.088237 0.10 -0.14 0.51
C 1.143241 -0.171818 0.944995 -0.27 0.00 -0.30
N 0.070423 -0.524339 -1.131266 -0.26 -0.98 -0.12
C -0.372199 -1.164856 -2.379535 -0.06 -0.13 -0.19
C 0.595633 -0.757555 -3.512869 -0.15 -0.11 0.22
C -1.765122 -0.590097 -2.693658 0.13 -0.08 0.05
C -0.507087 -2.692030 -2.400697 0.00 0.15 0.02
H 2.758854 0.172900 3.904462 -0.01 0.01 0.00
H 1.500721 1.226336 3.233226 0.01 0.01 0.03
H 3.110507 1.211398 2.515548 0.01 0.01 0.04
H 2.972508 -2.101733 3.013031 -0.01 -0.01 0.00
H 3.133398 -4.315227 2.173694 0.00 -0.02 -0.01
H 2.858014 -4.576761 0.446801 0.00 -0.02 0.01
H 1.543401 -4.822509 1.594891 0.03 -0.03 0.00
H 1.010000 -3.174286 -0.603324 -0.01 0.03 -0.02
H 0.788862 0.864168 0.897528 -0.02 -0.19 0.44
H 0.578894 0.330573 -3.687745 0.04 -0.04 -0.07
H 0.304626 -1.231701 -4.451840 0.03 0.10 -0.07
H 1.612653 -1.064618 -3.265724 0.02 0.04 0.00
H -1.772268 0.505682 -2.654733 -0.04 0.01 -0.04
H -2.490710 -0.959137 -1.967228 -0.01 0.05 0.02
H -2.086996 -0.886210 -3.693551 -0.03 0.04 0.00
H 0.463516 -3.179003 -2.474338 -0.03 -0.06 0.03
H -1.080909 -2.973400 -3.285813 0.00 -0.01 0.00
H -1.039829 -3.052666 -1.521109 0.03 -0.04 0.01

***

45
Properties=species:S:1:pos:R:3:forces:R:3 method="wB97M-V/def2-TZVPD" max_force_ev_per_a=6.09 mol_weight_g_mol=266.381 total_energy_ev=-23153.8354 homo_ev=-8.8345 smiles="COC(=O)C1=CC[C@@H]([C@@H](C)CC(=O)CC(C)C)CC1" e_lumo_ev=0.8 relative_energy_kj_mol=0.00
O -2.514932 -4.073977 1.762453 1.18 -0.55 -0.97
O -0.956594 2.691471 0.027241 0.74 -0.63 -1.47
O -1.780620 -5.324426 0.011372 0.57 -0.77 1.39
C -1.878067 -4.152743 0.714941 -2.46 -1.87 2.40
C 0.234912 2.812719 -0.254682 -1.88 -2.30 0.96
C -1.342263 -3.011657 0.084230 3.46 4.86 1.23
C -0.556518 -2.062656 0.804377 -2.37 -1.79 -2.60
C -1.965478 -6.513323 0.864610 -0.25 0.19 -0.28
C 3.218074 2.932773 1.493853 -1.50 2.12 2.88
C 1.344967 3.926669 3.064083 0.69 -0.95 -0.90
C 0.890231 3.851465 0.588377 3.53 0.27 -2.91
C -1.696109 -2.723226 -1.312711 1.13 1.02 -1.56
C 1.638877 3.129100 1.757460 1.04 1.31 -0.31
C -0.739579 1.327287 -3.009133 1.53 1.35 -0.40
C 1.035975 1.733071 -1.142266 0.19 1.59 -1.93
C -0.159600 -0.674418 0.286669 -0.52 -0.71 1.30
C -0.726695 -1.657397 -1.952524 -2.19 -0.54 0.59
C 0.243297 0.634931 -2.016500 -1.35 0.47 1.32
C -0.627432 -0.378138 -1.105334 -0.93 1.62 -1.51
H -0.308305 -2.209056 1.831854 0.03 -0.51 0.55
H -1.480309 -7.382532 0.479254 0.66 -0.13 -1.28
H -1.521177 -6.454158 1.848003 -0.17 0.89 0.30
H -2.997804 -6.819601 0.931154 -0.48 0.51 0.18
H 3.540529 2.275251 2.311391 0.25 0.00 -0.39
H 3.491864 2.561999 0.560920 0.11 -0.89 -1.64
H 3.768137 3.898627 1.627228 -0.50 -0.59 -0.09
H 1.721096 4.961447 2.903315 -0.46 -0.65 0.71
H 0.322388 3.813780 3.433074 -0.27 0.66 -0.80
H 1.834147 3.352805 3.828718 1.04 0.38 0.72
H 1.666327 4.395515 -0.141997 -1.21 -0.82 1.81
H 0.121772 4.575241 0.807383 -0.07 0.02 0.65
H -2.693107 -2.350842 -1.454463 -0.78 0.56 0.55
H -1.765849 -3.600466 -1.931841 0.59 -0.72 -0.17
H 1.336939 2.104615 1.907611 -0.86 -0.30 -0.21
H -1.354232 0.634151 -3.580407 -0.06 -0.03 0.21
H -1.334198 2.148733 -2.576790 -0.07 -0.75 0.27
H -0.104376 1.890163 -3.744357 -0.44 -0.60 0.26
H 1.670938 2.409710 -1.844601 -1.04 -1.09 0.78
H 1.822173 1.258068 -0.560074 -0.17 -0.01 0.47
H -0.666320 0.015235 1.034516 0.86 -0.44 -0.87
H 0.915322 -0.559220 0.364783 0.36 0.03 0.32
H -1.142091 -1.468307 -2.939654 -0.04 0.40 -0.11
H 0.237962 -2.073761 -2.154283 0.83 -0.36 0.32
H 0.886119 -0.017700 -2.672898 0.10 0.93 1.04
H -1.630393 0.172776 -0.934357 1.22 -1.17 -0.80

***

49
Properties=species:S:1:pos:R:3:forces:R:3 method="wB97M-V/def2-TZVPD" max_force_ev_per_a=3.89 mol_weight_g_mol=330.377 total_energy_ev=-31344.9488 homo_ev=-9.4791 smiles="O=C1CCCO1.O=C1CCCO1.O=C1CCCO1.C1CCOC1" e_lumo_ev=0.4 relative_energy_kj_mol=188.24
C 32.722267 -5.821607 -10.795334 0.85 -1.62 -0.22
C 33.878988 -6.801653 -10.993878 0.52 -1.36 -0.70
C 34.887851 -6.110943 -11.912935 -0.67 -1.54 0.02
O 34.662605 -4.751929 -11.674668 -0.38 0.52 0.17
C 33.601012 -4.636620 -10.707400 -0.30 2.72 -0.20
H 32.137641 -6.143095 -9.933385 0.10 0.58 0.28
H 32.046747 -5.816243 -11.650750 0.19 0.10 -0.22
H 33.560569 -7.753330 -11.419336 0.20 -0.08 0.31
H 34.492997 -6.930452 -10.102527 -0.78 -0.39 0.65
H 34.725574 -6.490901 -12.921593 -0.20 0.92 -0.57
H 35.900323 -6.441760 -11.681521 0.23 0.37 0.29
H 33.078725 -3.715272 -10.965157 0.00 0.20 -0.07
H 33.988654 -4.463493 -9.703479 0.29 -0.32 0.16
O 26.245592 -4.252002 -9.806820 2.97 2.02 -1.03
C 27.329272 -3.721851 -10.099158 -2.65 -2.48 1.40
O 28.474976 -4.491522 -10.017464 -1.12 0.61 0.52
C 29.588487 -3.702699 -10.351851 0.32 1.07 -1.63
C 28.972545 -2.570412 -11.259030 1.38 -0.52 0.31
C 27.697771 -2.304831 -10.531945 -0.99 -1.26 0.29
H 30.274290 -4.373937 -10.868775 0.15 0.33 -0.03
H 30.098650 -3.214539 -9.521470 -0.18 -0.36 0.50
H 28.816237 -3.006825 -12.245550 -0.05 0.36 -0.12
H 29.587872 -1.670879 -11.276609 0.20 -0.24 -0.38
H 26.867857 -1.876733 -11.094141 0.20 0.14 0.17
H 27.903719 -1.770340 -9.604572 -0.20 0.32 -0.02
O 33.315345 -7.440391 -15.392872 -0.49 -0.37 0.37
C 32.616713 -8.026369 -14.601019 1.97 -0.30 -0.55
O 31.599943 -7.443330 -14.000234 -1.15 1.98 0.43
C 30.796133 -8.292425 -13.205572 -0.57 -0.71 0.11
C 31.361485 -9.679117 -13.486505 0.26 -0.94 0.09
C 32.780627 -9.402730 -14.021354 -0.39 -0.79 -0.36
H 29.760385 -8.127652 -13.502540 -0.01 -0.31 -0.41
H 30.764328 -8.037605 -12.146255 0.85 0.29 0.06
H 30.791207 -10.189417 -14.262700 -0.08 0.21 -0.20
H 31.344851 -10.382732 -12.654194 0.05 0.36 0.22
H 33.095235 -10.168796 -14.730066 -0.17 0.31 -0.39
H 33.595676 -9.432801 -13.298251 -0.41 0.42 0.32
O 33.958418 -10.334431 -11.425768 -2.21 -0.25 3.18
C 33.219315 -10.260978 -10.426606 3.10 -0.03 -1.18
O 32.160073 -9.453284 -10.397926 -0.49 0.49 -2.27
C 31.538539 -9.378189 -9.160284 -0.28 -0.98 1.89
C 31.987974 -10.717537 -8.526433 -1.66 0.89 1.75
C 33.370740 -10.839831 -8.973270 1.24 -0.45 -2.23
H 30.448866 -9.404587 -9.156297 0.01 0.35 -0.85
H 31.854439 -8.447815 -8.688364 0.18 -0.15 0.38
H 31.277176 -11.445276 -8.917932 0.38 -0.37 -0.10
H 31.900171 -10.733713 -7.440095 -0.16 0.10 0.01
H 33.821924 -11.831898 -8.991608 -0.14 0.06 -0.05
H 34.031757 -10.181900 -8.409105 0.09 0.13 -0.09